(1)
The following is a quantum chemistry calculation of a structure of composition C26H27F3N4PReS2, from OMol25.

F_max: 0.8 eV Å⁻¹
Frontier orbital gap (spin up / spin down): 5.20 / 5.71 eV
Charge: +2
E: -74587.4189 eV
Multiplicity: 1
Relative energy (zero: lowest compared OMol25 entry of this formula, charge and spin): 0.00 kcal/mol

XYZ file:
```
64
C26H27F3N4PReS2, DFT ωB97M-V with the def2-TZVPD basis set
Re -0.28 -0.83 -0.57
C -1.24 2.11 -1.13
N -2.01 3.02 -1.91
C -3.41 2.60 -1.92
N -3.53 1.27 -2.52
C -2.79 0.31 -1.76
N -1.27 0.68 -1.71
C -0.82 0.77 -3.18
N -1.62 1.72 -3.91
C -1.50 3.04 -3.29
C -3.02 1.31 -3.89
H -1.64 2.05 -0.12
H -0.20 2.43 -1.10
H -4.00 3.31 -2.51
H -3.80 2.59 -0.90
H -2.87 -0.67 -2.23
H -3.15 0.28 -0.73
H -0.92 -0.23 -3.61
H 0.22 1.08 -3.19
H -2.08 3.76 -3.87
H -0.45 3.35 -3.29
H -3.12 0.32 -4.35
H -3.61 2.02 -4.47
S -1.76 -2.57 -1.39
P -0.41 -3.95 -0.69
S 0.97 -2.64 0.18
C 0.30 -4.97 -1.94
C 0.09 -6.35 -1.87
C 0.65 -7.16 -2.85
C 1.41 -6.59 -3.87
C 1.61 -5.22 -3.93
C 1.06 -4.40 -2.96
C -1.08 -4.92 0.63
C -0.20 -5.54 1.53
C -0.71 -6.38 2.51
C -2.08 -6.59 2.59
C -2.95 -5.98 1.70
C -2.45 -5.14 0.72
H -0.50 -6.79 -1.08
H 0.50 -8.23 -2.82
H 1.84 -7.23 -4.63
H 2.20 -4.79 -4.72
H 1.22 -3.33 -3.00
H 0.87 -5.38 1.46
H -0.03 -6.86 3.20
H -2.47 -7.25 3.35
H -4.01 -6.16 1.76
H -3.13 -4.66 0.02
F 2.70 -0.39 -0.35
C 1.68 -0.11 -1.17
F 1.93 -0.73 -2.36
F 1.74 1.21 -1.42
C -0.06 0.03 0.96
C 0.14 0.64 2.20
C -0.68 0.33 3.30
C -0.47 0.97 4.50
C 0.56 1.90 4.61
C 1.39 2.21 3.53
C 1.18 1.58 2.32
H -1.48 -0.39 3.19
H -1.09 0.75 5.35
H 0.73 2.40 5.56
H 2.18 2.93 3.64
H 1.81 1.80 1.47
```

Here are the Mulliken charges for atoms 1 to 4, given in e: 0.995 -0.631 0.180 -0.668

(2)
The following is a quantum chemistry calculation of a cluster of 2 separate species, H3NO2S in total in a non-equilibrium geometry, from OMol25.

F_max: 2.4 eV Å⁻¹
Frontier orbital gap (spin up / spin down): 8.26 / 9.01 eV
Charge: 0
E: -16465.0885 eV
Multiplicity: 1
Relative energy (zero: lowest compared OMol25 entry of this formula, charge and spin): 82.85 kcal/mol

XYZ file:
```
7
H3NO2S, DFT ωB97M-V with the def2-TZVPD basis set
N -0.93 0.91 0.60
O 1.22 -0.81 -1.14
O -0.17 -0.87 0.87
S 1.26 -0.76 0.49
H -1.84 0.80 1.17
H -1.01 0.67 -0.45
H 1.46 0.06 -1.55
```

Here are the Mulliken charges for atoms 1 to 4, given in e: -0.485 -0.469 -0.335 0.411

(3)
The following is a quantum chemistry calculation of a structure of composition C2H4Cl3N3 in a non-equilibrium geometry, from OMol25.

F_max: 5.6 eV Å⁻¹
Frontier orbital gap: 10.44 eV
Charge: 0
E: -44174.0199 eV
Multiplicity: 1
Relative energy (zero: lowest compared OMol25 entry of this formula, charge and spin): 19.86 kcal/mol

XYZ file:
```
12
C2H4Cl3N3, DFT ωB97M-V with the def2-TZVPD basis set
C -0.14 0.67 -0.26
C -1.24 -0.45 -0.04
H 2.12 -1.69 -0.16
H 1.79 -0.59 1.31
H 1.74 0.92 -0.39
H -1.20 2.21 -0.16
N 1.47 -0.90 0.32
N 1.08 0.23 -0.54
N -0.26 1.92 -0.19
Cl -1.18 -1.18 1.43
Cl -2.80 0.43 0.06
Cl -1.37 -1.56 -1.38
```

Here are the Mulliken charges for atoms 1 to 4, given in e: 0.077 0.651 0.231 0.247

(4)
The following is a quantum chemistry calculation of an isolated molecule of C13H18N2O4 in a non-equilibrium geometry, from OMol25.

F_max: 2.3 eV Å⁻¹
Frontier orbital gap: 9.58 eV
SMILES string: C[C@@H](O)[C@H](N)C(=O)N[C@@H](Cc1ccccc1)C(=O)O
Charge: 0
E: -24943.7852 eV
Multiplicity: 1
Relative energy (zero: lowest compared OMol25 entry of this formula, charge and spin): 24.58 kcal/mol

XYZ file:
```
37
C13H18N2O4, DFT ωB97M-V with the def2-TZVPD basis set
C 2.50 -0.68 2.82
C 2.65 -1.79 1.81
O 2.83 -2.93 2.68
C 1.54 -2.00 0.79
N 1.70 -3.26 0.08
C 1.64 -0.82 -0.19
O 2.52 -0.82 -1.04
N 0.70 0.20 -0.08
C -0.57 0.09 0.66
C -1.37 1.39 0.59
C -1.66 1.85 -0.85
C -0.83 2.82 -1.43
C -1.10 3.27 -2.72
C -2.18 2.82 -3.43
C -2.96 1.78 -2.86
C -2.71 1.33 -1.60
C -1.46 -1.07 0.15
O -1.12 -1.82 -0.72
O -2.64 -1.24 0.80
H 1.52 -0.69 3.36
H 3.31 -0.78 3.55
H 2.61 0.26 2.29
H 3.58 -1.58 1.26
H 2.94 -3.72 2.08
H 0.65 -2.04 1.39
H 0.83 -3.50 -0.45
H 2.49 -3.07 -0.55
H 0.73 0.82 -0.87
H -0.31 -0.12 1.72
H -0.81 2.17 1.10
H -2.29 1.30 1.22
H 0.07 3.13 -0.89
H -0.51 4.10 -3.10
H -2.37 3.21 -4.44
H -3.74 1.24 -3.37
H -3.39 0.61 -1.14
H -2.79 -0.47 1.39
```

Here are the Mulliken charges for atoms 1 to 4, given in e: -1.419 -0.178 -0.597 0.469

(5)
The following is a quantum chemistry calculation of an isolated molecule of C7H13NS in a non-equilibrium geometry, from OMol25.

F_max: 5.6 eV Å⁻¹
Frontier orbital gap: 8.62 eV
Charge: 0
E: -19791.0246 eV
Multiplicity: 1
Relative energy (zero: lowest compared OMol25 entry of this formula, charge and spin): 95.61 kcal/mol

XYZ file:
```
22
C7H13NS, DFT ωB97M-V with the def2-TZVPD basis set
C 0.60 -0.86 -0.64
C 1.53 -1.56 -1.31
C -1.04 -1.41 -0.67
C 0.54 0.56 -0.13
C 1.62 1.50 -0.85
C 0.70 0.67 1.40
C -2.57 0.04 1.22
N -0.72 1.13 -0.52
S -1.94 0.14 -0.54
H 2.50 -1.21 -1.58
H 1.25 -2.48 -1.94
H -1.09 -1.90 -1.55
H -0.99 -2.00 0.14
H 2.47 0.82 -1.13
H 1.96 2.40 -0.18
H 1.05 1.85 -1.80
H 1.74 0.42 1.65
H 0.00 0.00 1.99
H 0.52 1.66 1.69
H -3.54 -0.21 1.19
H -2.55 1.12 1.70
H -2.03 -0.66 1.84
```

Here are the Mulliken charges for atoms 1 to 4, given in e: 0.162 -0.997 -1.220 1.793

(6)
The following is a quantum chemistry calculation of an isolated molecule of C18H17N7O4 in a non-equilibrium geometry, from OMol25.

F_max: 4.0 eV Å⁻¹
Frontier orbital gap: 5.70 eV
Charge: 0
E: -37553.4563 eV
Multiplicity: 1
Relative energy (zero: lowest compared OMol25 entry of this formula, charge and spin): 12.95 kcal/mol

XYZ file:
```
46
C18H17N7O4, DFT ωB97M-V with the def2-TZVPD basis set
C -3.38 2.85 0.84
C -3.85 1.59 1.54
C -2.65 0.62 1.61
N -1.43 1.36 1.18
C -0.22 0.80 0.95
C 0.08 -0.66 0.66
C 1.65 -0.71 0.91
C 2.15 0.62 0.74
C 1.07 1.52 0.92
C 1.31 2.91 0.95
C 2.62 3.39 0.82
C 3.70 2.49 0.67
C 3.45 1.11 0.65
C -1.83 2.80 0.72
H -3.81 2.95 -0.16
H -3.69 3.74 1.40
H -4.17 1.84 2.56
H -4.68 1.11 1.03
H -2.47 0.33 2.66
H -2.80 -0.30 1.02
H -0.56 -1.34 1.27
H 1.87 -1.18 1.91
H 2.08 -1.42 0.22
H 0.52 3.59 1.18
H 2.84 4.46 0.85
H 4.72 2.85 0.54
H 4.26 0.39 0.63
H -1.48 3.05 -0.28
H -1.43 3.51 1.46
O 2.44 -3.40 -4.44
N 1.84 -3.97 -3.52
O 1.84 -5.21 -3.39
C 1.13 -3.12 -2.54
C 0.49 -3.74 -1.41
C -0.25 -3.02 -0.56
N -0.98 -3.62 0.48
O -1.00 -4.85 0.63
O -1.60 -2.90 1.33
C -0.41 -1.48 -0.57
N 0.19 -1.03 -1.82
N 0.19 0.29 -2.15
N 0.88 0.34 -3.27
N 1.39 -0.86 -3.64
C 0.95 -1.72 -2.69
H 0.49 -4.81 -1.31
H -1.48 -1.18 -0.57
```

Here are the Mulliken charges for atoms 1 to 4, given in e: -0.623 -0.588 -0.332 0.150

(7)
The following is a quantum chemistry calculation of a structure of composition C6H12As2F13O6Tl in a non-equilibrium geometry, from OMol25.

F_max: 4.5 eV Å⁻¹
Frontier orbital gap: 2.58 eV
Charge: 0
E: -180394.8235 eV
Multiplicity: 1
Relative energy (zero: lowest compared OMol25 entry of this formula, charge and spin): 17.70 kcal/mol

XYZ file:
```
40
C6H12As2F13O6Tl, DFT ωB97M-V with the def2-TZVPD basis set
Tl -7.82 -21.27 -30.02
As -8.28 -19.33 -34.32
F -7.21 -20.57 -35.00
F -8.22 -18.66 -35.99
F -9.34 -17.92 -33.82
F -8.06 -19.95 -32.65
F -6.84 -18.25 -33.95
F -9.71 -20.29 -34.70
As -6.10 -24.42 -27.33
F -5.33 -25.93 -26.83
F -6.69 -24.21 -25.63
F -6.86 -22.81 -27.80
F -5.56 -24.51 -29.07
F -7.60 -25.27 -27.72
F -4.59 -23.49 -26.93
F -9.29 -18.83 -29.52
C -6.91 -16.78 -27.89
O -6.56 -17.61 -26.82
C -6.62 -18.92 -26.81
O -6.88 -19.69 -27.77
O -6.29 -19.37 -25.59
C -6.23 -20.80 -25.33
H -6.24 -16.89 -28.75
H -6.79 -15.75 -27.56
H -7.88 -16.75 -28.38
H -5.82 -21.01 -24.34
H -5.62 -21.26 -26.10
H -7.22 -21.23 -25.49
C -2.43 -22.64 -30.04
O -2.79 -21.44 -29.28
C -3.94 -21.08 -28.84
O -4.97 -21.60 -29.16
O -3.96 -19.85 -28.14
C -2.76 -19.10 -28.11
H -1.65 -23.06 -29.40
H -1.99 -22.40 -31.01
H -3.25 -23.34 -30.21
H -2.27 -19.02 -29.09
H -1.98 -19.56 -27.50
H -2.99 -18.09 -27.78
```

Here are the Mulliken charges for atoms 1 to 4, given in e: 1.386 1.921 -0.464 -0.506

Please write out number 3 again, unchanged.
The following is a quantum chemistry calculation of a structure of composition C2H4Cl3N3 in a non-equilibrium geometry, from OMol25.

F_max: 5.6 eV Å⁻¹
Frontier orbital gap: 10.44 eV
Charge: 0
E: -44174.0199 eV
Multiplicity: 1
Relative energy (zero: lowest compared OMol25 entry of this formula, charge and spin): 19.86 kcal/mol

XYZ file:
```
12
C2H4Cl3N3, DFT ωB97M-V with the def2-TZVPD basis set
C -0.14 0.67 -0.26
C -1.24 -0.45 -0.04
H 2.12 -1.69 -0.16
H 1.79 -0.59 1.31
H 1.74 0.92 -0.39
H -1.20 2.21 -0.16
N 1.47 -0.90 0.32
N 1.08 0.23 -0.54
N -0.26 1.92 -0.19
Cl -1.18 -1.18 1.43
Cl -2.80 0.43 0.06
Cl -1.37 -1.56 -1.38
```

Here are the Mulliken charges for atoms 1 to 4, given in e: 0.077 0.651 0.231 0.247